{"formula": "C4H7N", "method": "the ωB97M-V functional and the def2-TZVPD basis", "species": ["H", "N", "C", "C", "C", "C", "H", "H", "H", "H", "H", "H"], "coordinates": [[-4.00424, -0.16496, 0.05728], [-3.12446, 0.15086, -0.33357], [-2.05441, -0.14267, 0.29892], [-0.77606, -0.00339, -0.29937], [0.46194, 0.13008, 0.43889], [1.83261, 0.25614, -0.09518], [-2.02665, -0.53316, 1.47930], [-0.80986, 0.16447, -1.36407], [0.36417, -0.06678, 1.53913], [2.36234, -0.65877, -0.18581], [2.42746, 1.08591, 0.49782], [1.71020, 0.72106, -0.97925]], "atomic_forces_ev_per_a": [[0.154, 0.341, 0.716], [0.872, -0.755, -0.539], [-1.791, -0.852, 3.536], [5.372, 1.467, 1.657], [-4.720, -1.931, -0.244], [0.397, 2.249, 3.189], [-0.227, 0.784, -2.883], [0.257, -0.002, -0.278], [-0.002, 0.317, -0.987], [0.562, -0.755, 0.138], [-0.916, -2.011, -0.695], [0.043, 1.146, -3.610]], "mulliken_charge": [0.252, -0.601, -0.077, -0.139, -0.024, -1.049, 0.172, 0.321, 0.242, 0.283, 0.268, 0.350], "homo_lumo_gap_ev": 9.49, "charge": 0, "smiles": "[H]/N=C/C=C/C", "total_energy_ev": -5749.40837, "lumo_ev": 0.4}


{"formula": "C58H45CoP3S5Si", "method": "the ωB97M-V functional and the def2-TZVPD basis", "species": ["Co", "C", "C", "C", "C", "C", "C", "P", "C", "C", "C", "C", "C", "C", "C", "C", "C", "C", "C", "C", "Si", "C", "C", "C", "C", "C", "C", "P", "C", "C", "C", "C", "C", "C", "C", "C", "C", "C", "C", "C", "C", "C", "C", "C", "C", "C", "P", "C", "C", "C", "C", "C", "C", "C", "C", "C", "C", "C", "C", "H", "H", "H", "H", "H", "H", "H", "H", "H", "H", "H", "H", "H", "H", "H", "H", "H", "H", "H", "H", "H", "H", "H", "H", "H", "H", "H", "H", "H", "H", "H", "H", "H", "H", "H", "H", "H", "H", "H", "H", "H", "H", "C", "S", "C", "C", "S", "S", "C", "S", "S", "H", "H", "H"], "coordinates": [[0.04849, -0.12597, -0.36222], [-2.45832, 2.92635, 4.31123], [-1.81236, 3.94768, 3.62766], [-1.14149, 3.68727, 2.44824], [-1.07737, 2.38235, 1.93362], [-1.79274, 1.37849, 2.59866], [-2.47898, 1.65122, 3.76932], [-0.12686, 1.94140, 0.48050], [0.58342, 3.51979, -0.04698], [0.28879, 3.99390, -1.32576], [0.77179, 5.22132, -1.75287], [1.58714, 5.97349, -0.91870], [1.92990, 5.48463, 0.33484], [1.43106, 4.26807, 0.77258], [-0.05497, -0.32050, -2.28300], [0.04115, 0.46948, -3.41776], [0.08646, -0.13897, -4.67222], [0.06412, -1.52103, -4.79788], [-0.01533, -2.32419, -3.66673], [-0.09069, -1.71606, -2.41596], [-0.08040, -2.43308, -0.63953], [-1.60118, -2.91267, 0.37731], [-1.72589, -4.13042, 1.04523], [-2.79761, -4.37450, 1.88911], [-3.77783, -3.41009, 2.06590], [-3.69750, -2.20938, 1.37855], [-2.60967, -1.94847, 0.55534], [-2.41565, -0.49058, -0.52231], [-3.37711, 0.98371, -0.03910], [-4.17626, 1.21997, 1.07091], [-4.73595, 2.47567, 1.26797], [-4.51171, 3.49972, 0.36367], [-3.71803, 3.27419, -0.75324], [-3.14782, 2.02841, -0.94281], [-3.52414, -1.16203, -1.84299], [-3.19545, -2.35911, -2.48213], [-4.08525, -2.97770, -3.34263], [-5.32680, -2.41097, -3.59146], [-5.65601, -1.21283, -2.98056], [-4.76522, -0.58991, -2.11873], [1.59642, -3.16298, -0.18776], [1.82669, -4.48426, 0.19361], [3.10045, -4.91561, 0.53105], [4.17249, -4.03844, 0.46007], [3.96273, -2.72294, 0.07707], [2.67703, -2.27333, -0.20527], [2.38802, -0.53585, -0.71165], [3.28887, -0.64721, -2.31811], [3.08708, -1.79095, -3.09621], [3.69975, -1.93581, -4.32862], [4.53237, -0.93997, -4.81631], [4.74576, 0.19702, -4.05465], [4.12652, 0.34688, -2.82267], [3.48002, 0.50635, 0.30669], [3.56202, 1.84634, -0.08181], [4.37938, 2.73062, 0.60278], [5.08224, 2.29723, 1.71772], [4.92653, 0.99517, 2.16610], [4.12851, 0.10026, 1.46850], [-2.94526, 3.12478, 5.25734], [-1.83413, 4.95760, 4.01702], [-0.66247, 4.49860, 1.91887], [-1.80271, 0.36940, 2.20215], [-3.00990, 0.85030, 4.27125], [-0.33485, 3.39509, -1.98024], [0.50986, 5.59008, -2.73659], [1.96604, 6.93005, -1.25489], [2.59478, 6.05017, 0.97611], [1.71024, 3.89259, 1.74996], [0.09505, 1.55088, -3.34358], [0.16070, 0.47498, -5.56250], [0.11068, -1.97259, -5.78170], [-0.01277, -3.40522, -3.76799], [-0.97719, -4.90003, 0.90809], [-2.87302, -5.32301, 2.40642], [-4.61169, -3.59576, 2.73057], [-4.48826, -1.47993, 1.47755], [-4.37124, 0.44828, 1.79859], [-5.34611, 2.65220, 2.14450], [-4.95427, 4.47373, 0.52678], [-3.53830, 4.07045, -1.46408], [-2.51766, 1.83942, -1.80796], [-2.24159, -2.82752, -2.30303], [-3.81124, -3.91240, -3.81518], [-6.02769, -2.89798, -4.25662], [-6.62080, -0.75773, -3.16554], [-5.05012, 0.34486, -1.65666], [1.00726, -5.19214, 0.21119], [3.26152, -5.94085, 0.83977], [5.17256, -4.37989, 0.69437], [4.79570, -2.03536, -0.00391], [2.45662, -2.58889, -2.73304], [3.52966, -2.83325, -4.90988], [5.01119, -1.05126, -5.78049], [5.40257, 0.97607, -4.42068], [4.32359, 1.24076, -2.25184], [2.96246, 2.19010, -0.91783], [4.45895, 3.75705, 0.26918], [5.73727, 2.97957, 2.24384], [5.42465, 0.67151, 3.07101], [4.00311, -0.90827, 1.83851], [0.32517, -3.58767, 4.22249], [-0.89613, -2.25860, 4.43379], [0.14957, -0.84772, 4.45856], [0.76265, -0.32280, 3.37457], [0.85585, -1.07529, 1.82442], [1.66337, 1.15519, 3.67838], [1.23388, 1.35476, 5.35053], [1.70425, 2.64239, 6.24283], [0.29755, 0.03128, 5.96370], [-0.24867, -4.49853, 4.06143], [0.92776, -3.67896, 5.12298], [0.94091, -3.37170, 3.35188]], "atomic_forces_ev_per_a": [[0.268, -0.789, 0.218], [-0.085, -0.032, 0.019], [-0.027, 0.106, 0.021], [-0.055, -0.074, -0.074], [-0.022, 0.060, 0.002], [0.255, -0.016, 0.136], [0.177, -0.145, 0.138], [0.092, 0.343, -0.166], [0.030, -0.018, -0.042], [-0.034, -0.051, 0.070], [0.040, 0.022, -0.052], [0.001, -0.033, -0.082], [0.056, 0.016, 0.052], [0.042, 0.054, -0.077], [0.078, -0.444, 0.571], [-0.044, -0.062, -0.096], [0.016, 0.102, 0.049], [-0.032, -0.154, -0.150], [-0.098, 0.295, -0.060], [-0.191, -1.152, -0.505], [0.496, 2.131, -0.239], [0.084, -0.293, -0.163], [0.003, 0.045, -0.132], [-0.063, -0.038, 0.090], [-0.012, -0.045, 0.023], [0.089, -0.001, -0.049], [-0.038, -0.020, 0.230], [0.468, -0.200, 0.691], [0.219, 0.090, -0.117], [-0.140, -0.071, -0.259], [-0.112, 0.034, 0.017], [-0.015, 0.004, 0.025], [0.011, -0.007, -0.018], [-0.042, -0.062, 0.029], [0.187, 0.123, -0.390], [-0.059, -0.026, 0.023], [-0.030, -0.005, -0.033], [0.041, 0.044, 0.012], [-0.121, -0.017, -0.056], [0.122, 0.088, 0.063], [-0.378, -0.209, 0.076], [0.021, 0.022, -0.146], [0.026, -0.087, 0.036], [0.032, 0.022, -0.013], [-0.074, -0.043, -0.108], [0.174, -0.065, -0.034], [-0.616, -0.188, 0.547], [-0.261, 0.222, -0.289], [0.078, -0.002, 0.080], [0.039, 0.014, -0.058], [-0.050, -0.007, 0.021], [0.056, 0.038, -0.063], [-0.044, -0.013, 0.072], [-0.213, 0.240, -0.001], [-0.012, -0.181, 0.064], [0.031, 0.015, -0.010], [0.006, 0.058, -0.020], [0.057, -0.062, 0.038], [0.087, -0.035, -0.082], [-0.045, 0.016, -0.029], [0.037, -0.006, 0.020], [-0.029, -0.001, 0.079], [0.163, -0.070, 0.071], [0.020, 0.006, 0.028], [-0.042, 0.046, 0.005], [0.024, -0.002, -0.004], [0.009, 0.004, 0.023], [-0.026, 0.022, 0.004], [-0.040, -0.011, 0.016], [0.023, -0.004, -0.006], [-0.014, -0.003, -0.004], [0.027, 0.016, -0.002], [-0.025, -0.012, 0.000], [0.000, -0.004, 0.060], [0.012, 0.010, 0.014], [-0.006, -0.017, -0.011], [-0.055, -0.055, 0.003], [0.070, -0.017, 0.037], [0.012, 0.001, 0.004], [0.012, 0.005, 0.018], [0.022, -0.012, -0.007], [0.009, 0.081, -0.002], [-0.085, -0.027, 0.025], [0.029, 0.009, -0.002], [-0.006, 0.002, -0.002], [0.010, 0.018, -0.004], [-0.035, -0.031, 0.003], [0.038, -0.033, 0.028], [-0.006, -0.008, -0.023], [-0.002, -0.001, 0.023], [0.041, -0.069, 0.004], [0.046, 0.013, 0.011], [-0.027, -0.006, 0.014], [0.018, 0.000, 0.004], [-0.008, 0.015, 0.023], [0.022, 0.010, -0.009], [0.065, 0.096, 0.001], [-0.021, 0.010, 0.014], [-0.045, 0.009, 0.046], [0.005, -0.006, -0.004], [-0.014, 0.027, 0.005], [-0.130, 0.235, 0.098], [0.047, -0.045, -0.016], [-0.203, 0.055, -0.054], [0.046, 0.372, 0.198], [-0.425, -0.015, -0.401], [-0.247, -0.169, 0.167], [-0.004, -0.114, -0.132], [0.048, 0.172, 0.136], [0.096, 0.118, -0.238], [0.029, -0.048, -0.002], [0.046, -0.064, -0.030], [0.002, -0.063, -0.030]], "mulliken_charge": [0.011, -0.992, -1.033, -1.149, 2.022, 0.057, -0.566, 0.649, 0.559, -0.791, -0.613, -0.818, -0.673, -0.189, 1.237, -0.709, -0.809, -1.014, -0.861, 1.632, 0.420, 0.573, -1.000, -0.807, -1.013, -0.641, 0.482, 1.783, 0.489, -0.747, -0.626, -0.830, -0.598, -0.400, 2.051, -0.042, -1.420, -0.726, -0.778, -0.853, 1.541, -1.269, -1.001, -1.195, -0.531, -0.130, 1.714, 0.756, -0.565, -0.523, -0.783, -0.753, -0.765, 1.548, -1.161, -1.145, -0.882, -0.855, -0.781, 0.443, 0.413, 0.537, -0.618, 0.424, 0.133, 0.438, 0.368, 0.502, 0.600, 0.186, 0.439, 0.392, 0.398, 0.279, 0.444, 0.432, 0.603, 0.047, 0.390, 0.379, 0.423, 0.392, 0.226, 0.469, 0.401, 0.440, 0.394, 0.387, 0.411, 0.434, 0.624, 0.172, 0.433, 0.390, 0.453, 0.404, 0.735, 0.480, 0.402, 0.473, 0.376, -0.508, -0.062, 1.079, -1.155, -0.461, 0.373, -0.048, -0.237, -0.252, 0.333, 0.400, -0.101], "homo_lumo_gap_ev": [6.35, 6.06], "charge": 0, "multiplicity": 2, "total_energy_ev": -188422.99587, "lumo_ev": [-0.4, -1.0]}